<A>
ORCA calculation (ωB97M-V/def2-TZVPD) on a cluster of 2 separate species, C3H10N2O in total.

The SMILES is [H]/N=C/NCC.O. As for the HOMO energy: -0.3239 hartree.

Geometry as ORCA input:
```
! wB97M-V def2-TZVPD RIJCOSX def2/J DEFGRID3
* xyz 0 1
H -3.1134 0.6673 -2.2847
N -2.5247 -0.1263 -1.9662
C -1.9346 -0.2484 -0.8556
N -1.1840 -1.3500 -0.6058
C -0.0216 -1.2854 0.2793
C 1.1732 -0.9654 -0.5520
H -2.1097 0.2331 0.1687
H -0.9484 -2.0610 -1.2891
H 0.0498 -2.2483 0.7932
H -0.1473 -0.5905 1.0809
H 1.8688 -1.7478 -0.6552
H 1.8313 -0.1420 -0.1494
H 0.8305 -0.6780 -1.5736
O 3.3207 3.1187 2.9263
H 3.1847 4.0953 2.9385
H 2.6457 2.8526 2.3333
*
```

---

<B>
ORCA calculation (ωB97M-V/def2-TZVPD) on a cluster of 2 separate species, C3H10N2O in total.

The SMILES is [H]/N=C/NCC.O. As for the HOMO energy: -0.3276 hartree.

Geometry as ORCA input:
```
! wB97M-V def2-TZVPD RIJCOSX def2/J DEFGRID3
* xyz 0 1
H -3.2376 -0.3556 0.4724
N -2.2838 -0.6849 0.5332
C -1.5243 -0.0579 -0.2877
N -0.1916 -0.2093 -0.3692
C 0.6468 0.6085 -1.2286
C 1.9299 1.0251 -0.5233
H -1.9536 0.7104 -0.9300
H 0.2812 -1.0347 -0.0235
H 0.0815 1.4983 -1.5121
H 0.8713 0.0518 -2.1356
H 1.7185 1.5129 0.4158
H 2.4292 1.7561 -1.1770
H 2.6115 0.1964 -0.3883
O -0.1303 -1.7922 2.2333
H -0.9672 -1.6512 1.7600
H -0.2816 -1.5738 3.1607
*
```

---

<C>
ORCA calculation (ωB97M-V/def2-TZVPD) on a cluster of 2 separate species, C3H10N2O in total.

The SMILES is NC=O.CNC. As for the HOMO energy: -0.3363 hartree.

Geometry as ORCA input:
```
! wB97M-V def2-TZVPD RIJCOSX def2/J DEFGRID3
* xyz 0 1
N -0.6871 -1.4094 -0.6548
C -0.1082 -2.6539 -0.5824
O 0.6373 -3.1447 0.2521
H -1.4840 -1.4879 -1.2867
H -0.7770 -0.7746 0.2123
H -0.1812 -3.2329 -1.4878
C 1.4249 0.7452 0.0153
N 0.0632 0.7104 0.6889
C -0.8704 1.8627 0.3445
H 2.2098 1.4716 0.4321
H 1.2242 0.8241 -1.1004
H 1.9701 -0.2826 0.4212
H 0.0653 0.8867 1.6750
H -1.9105 1.5514 0.6350
H -0.6211 2.7315 1.1035
H -0.9554 2.2024 -0.6677
*
```

---

The structure with the least stability is <C>.

---

<A>
ORCA calculation (ωB97M-V/def2-TZVPD) on the molecule C3H10N2O.

The SMILES is NCCNCO. As for the HOMO energy: -0.3231 hartree.

Geometry as ORCA input:
```
! wB97M-V def2-TZVPD RIJCOSX def2/J DEFGRID3
* xyz 0 1
N -2.0414 -0.4426 -1.6133
C -1.5848 0.5855 -0.6527
C -0.5501 0.1840 0.3999
N 0.7150 -0.2842 0.1021
C 1.7522 0.0122 1.0098
O 3.1500 -0.2742 0.5755
H -1.2652 -0.3621 -2.4049
H -1.8916 -1.3264 -1.1767
H -2.5727 0.7819 -0.1238
H -1.4336 1.6434 -1.1327
H -0.6589 0.9298 1.2864
H -0.9987 -0.5471 0.9236
H 1.0375 -0.2347 -0.8146
H 1.6509 1.0596 1.3507
H 1.6400 -0.5901 1.9710
H 3.0514 -1.1348 0.2997
*
```

---

<B>
ORCA calculation (ωB97M-V/def2-TZVPD) on a cluster of 2 separate species, C3H10N2O in total.

The SMILES is CNCO.C=N. As for the HOMO energy: -0.3314 hartree.

Geometry as ORCA input:
```
! wB97M-V def2-TZVPD RIJCOSX def2/J DEFGRID3
* xyz 0 1
C -1.7588 0.6425 2.1338
N -0.8985 1.5236 1.3000
C -0.0910 0.7510 0.3868
O -0.9150 -0.0284 -0.4649
H -2.6169 0.2800 1.5683
H -2.1280 1.2435 2.9644
H -1.1377 -0.1727 2.4936
H -1.5058 2.0595 0.6844
H 0.6026 0.1085 0.9373
H 0.5037 1.4590 -0.2009
H -0.3301 -0.6119 -0.9758
C 2.4880 -1.5464 -1.5290
N 1.3110 -1.3244 -1.9335
H 2.6848 -1.5621 -0.4621
H 3.3100 -1.7201 -2.2221
H 1.2781 -1.3290 -2.9502
*
```

---

<C>
ORCA calculation (ωB97M-V/def2-TZVPD) on the molecule C3H10N2O.

The SMILES is C[C@H](O)NCN. As for the HOMO energy: -0.3496 hartree.

Geometry as ORCA input:
```
! wB97M-V def2-TZVPD RIJCOSX def2/J DEFGRID3
* xyz 0 1
C -1.1279 1.2844 0.8097
C -0.1139 0.2173 1.1981
O 0.8161 0.8078 2.0725
N 0.7261 -0.4318 0.1276
C -0.0345 -0.5715 -1.0632
N 0.8404 -1.4991 -1.8331
H -1.5298 1.7726 1.7050
H -0.6666 2.0708 0.2034
H -1.9747 0.8561 0.2647
H -0.6316 -0.5774 1.7452
H 1.6395 0.8180 1.5584
H 0.9538 -1.3740 0.4443
H -0.1189 0.3735 -1.6067
H -1.0111 -1.0452 -0.9355
H 1.7560 -1.0614 -1.9165
H 0.4770 -1.6400 -2.7740
*
```

---

The structure with the least stability is <A>.

---

<A>
ORCA calculation (ωB97M-V/def2-TZVPD) on the ion C6H11N with charge +1.

As for the HOMO energy (spin up / spin down): -0.5009 / -0.5027 hartree.

Geometry as ORCA input:
```
! wB97M-V def2-TZVPD RIJCOSX def2/J DEFGRID3
* xyz 1 2
C 2.4593 0.5731 1.1576
N 1.1021 0.2735 1.0418
C 0.3790 0.6558 -0.1354
C 0.2761 1.9634 -0.7937
C -2.5858 -1.6455 -0.6419
C -1.2611 -1.2115 -0.0695
C -0.4076 -0.4015 -0.7168
H 2.6519 0.7691 2.2002
H 3.1091 -0.2979 1.0387
H 2.7254 1.3860 0.5333
H 0.6135 0.6872 1.8310
H 0.6757 1.8468 -1.7650
H 0.2201 2.9440 -0.2400
H -3.2691 -1.9460 0.1311
H -2.6239 -2.4231 -1.3965
H -2.8934 -0.8116 -1.2053
H -1.0102 -1.8324 0.8513
H -0.1609 -0.5293 -1.8209
*
```

---

<B>
ORCA calculation (ωB97M-V/def2-TZVPD) on the ion C6H11N with charge +1.

As for the HOMO energy (spin up / spin down): -0.4993 / -0.4988 hartree.

Geometry as ORCA input:
```
! wB97M-V def2-TZVPD RIJCOSX def2/J DEFGRID3
* xyz 1 2
C -0.4642 -1.4854 -0.5359
C -0.4564 -0.0322 -0.1892
C -1.6530 0.6821 -0.0289
N -2.8247 0.1226 0.3761
C 0.7527 0.8315 -0.3426
C 2.0549 0.1036 -0.2176
C 2.8595 -0.0093 0.8360
H 0.3312 -2.0143 -0.0032
H -1.3425 -2.0040 -0.1336
H -0.4162 -1.5935 -1.6207
H -1.5679 1.7643 -0.0971
H -2.6253 -0.7074 0.9289
H -3.3500 0.7431 0.9784
H 0.7018 1.5743 0.4639
H 0.6981 1.3369 -1.3172
H 2.4918 -0.3023 -1.1271
H 3.8429 -0.4225 0.6782
H 2.3984 0.1009 1.8187
*
```

---

The structure with the least stability is <A>.

---

<A>
ORCA calculation (ωB97M-V/def2-TZVPD) on a cluster of 2 separate species, C4H10S in total.

The SMILES is C=C.CCS. As for the HOMO energy: -0.3356 hartree.

Geometry as ORCA input:
```
! wB97M-V def2-TZVPD RIJCOSX def2/J DEFGRID3
* xyz 0 1
C 0.7470 1.6151 -3.2652
C 1.0385 0.6679 -2.3144
H 1.5130 1.8001 -4.0096
H -0.0379 2.2934 -3.1508
H 1.7297 -0.1538 -2.2950
H 0.3851 0.7246 -1.3304
C -1.7515 -1.1516 0.5151
C -0.2483 -1.3488 0.9068
S 0.1865 0.1493 2.0220
H -2.1556 -1.8337 -0.2358
H -1.6649 -0.2576 -0.0172
H -2.3210 -1.2179 1.5333
H 0.1022 -2.3332 1.2095
H 0.3656 -1.1493 -0.1415
H 0.3853 1.0422 1.0311
*
```

---

<B>
ORCA calculation (ωB97M-V/def2-TZVPD) on a cluster of 2 separate species, C4H10S in total.

The SMILES is C=C.CCS. As for the HOMO energy: -0.3339 hartree.

Geometry as ORCA input:
```
! wB97M-V def2-TZVPD RIJCOSX def2/J DEFGRID3
* xyz 0 1
C 2.8902 -1.5361 -0.4239
C 1.8795 -1.1070 0.3536
H 3.6452 -2.2562 -0.1348
H 2.9981 -1.1925 -1.4011
H 1.7298 -1.6868 1.2236
H 1.2304 -0.1955 0.1349
C -2.0277 0.6712 -0.7752
C -1.7161 0.4848 0.6669
S -0.9747 2.2756 1.1724
H -2.5513 -0.1211 -1.3197
H -1.1858 0.9880 -1.3318
H -2.6092 1.6770 -0.9830
H -2.6260 0.4525 1.2440
H -0.8006 -0.2599 0.8904
H 0.1182 1.8060 0.6837
*
```

---

The structure with the least stability is <A>.